[1]
The following is a quantum chemistry calculation of 2 unconnected molecules or ions with the total composition C4H4 in a non-equilibrium geometry, from OMol25.

```
8
C4H4 (ωB97M-V/def2-TZVPD)
C 1.547 2.590 -1.233
C 0.800 1.807 -0.645
C -1.805 -1.804 0.871
C -0.706 -2.376 0.966
H -3.007 -1.713 1.135
H 0.158 1.177 0.021
H 0.409 -2.723 0.504
H 2.603 3.043 -1.621
```

Output
Kohn-Sham gap = 11.620 eV
SMILES string = C#C.C#C
E_LUMO = 1.1 eV



[2]
The following is a quantum chemistry calculation of C7H8OS in the gas phase in a non-equilibrium geometry, from OMol25.

```
17
C7H8OS (ωB97M-V/def2-TZVPD)
S 2.096 -0.019 -0.721
O 2.682 1.290 -1.023
C 2.684 -0.581 1.003
C -1.763 1.334 0.111
C 0.277 0.023 -0.507
C -0.415 1.206 0.183
C -1.975 -0.882 -0.562
C -0.615 -1.060 -0.659
C -2.586 0.266 -0.162
H 2.098 -1.516 1.264
H -0.355 -2.029 -1.151
H 0.265 2.076 0.242
H -2.501 -1.971 -0.666
H 2.395 0.015 1.740
H -3.700 0.372 -0.237
H -2.351 2.310 0.211
H 3.764 -0.834 0.934
```

Output
Kohn-Sham gap = 9.106 eV
E_LUMO = 0.3 eV



Record-wise ΔE to the lowest compared entry with this formula, charge and spin values, in kcal per mole: 87.1; 36.5
Record-wise DFT total energy values, in eV: -4206.3825; -20268.5021
Record-wise highest occupied orbital energy values, in eV: -10.49; -8.81